Formula: C3H28N2O14
Source: the OMol25 dataset
Level of theory: ωB97M-V/def2-TZVPD

```
47
Properties=species:S:1:pos:R:3:forces:R:3
O -4.4151 0.5501 -0.5708 0.9 -0.6 0.0
C -3.2778 0.1264 -0.7443 -0.5 -0.1 -0.1
N -2.4100 -0.2019 0.2608 -0.1 -0.6 0.0
C -2.5955 0.1464 -2.1269 -0.9 -0.8 -1.3
N -1.4268 0.9628 -1.8888 1.0 3.4 -0.9
C -1.2217 2.1133 -2.6344 1.1 1.8 -0.1
O -1.6814 2.1177 -3.9398 0.4 -0.5 1.0
O -0.5969 3.1202 -2.2135 -1.3 -2.2 -0.8
H -1.5272 -0.6773 0.0063 -1.1 0.0 0.3
H -2.7682 -0.3782 1.2092 0.3 0.2 -0.9
H -3.2931 0.5786 -2.9113 0.8 -0.1 1.3
H -2.2747 -0.8255 -2.6152 -0.4 0.6 1.3
H -1.2026 1.2929 -0.9209 -0.2 -0.9 -0.7
H -1.3114 2.9067 -4.3866 -0.3 -0.4 0.7
H 2.9148 2.2073 0.9282 0.8 -1.2 -1.3
H 3.0960 1.7341 -0.5345 -0.6 0.2 -1.7
O 3.3736 1.5386 0.3314 -0.4 1.1 2.9
H 2.3604 -0.9889 3.4314 -0.4 0.3 -0.1
H 1.6675 -2.2845 3.5955 -0.6 0.6 0.2
O 1.4518 -1.3291 3.5625 1.3 -0.7 0.5
H -1.9391 1.2768 2.6629 -2.9 2.2 -2.4
H -2.8875 1.9733 1.3680 -0.2 -0.9 -0.5
O -2.6576 2.0144 2.2890 2.2 -1.1 2.8
H -1.1553 2.0467 1.2932 -0.2 -0.3 0.8
H -0.7315 3.0683 0.4106 -0.8 3.7 -1.8
O -0.4209 2.2850 0.7317 1.7 -3.2 0.7
H 1.1160 -1.1994 -1.5758 0.1 1.2 0.0
H 0.5022 -1.7955 -2.9608 1.5 -0.5 3.7
O 0.9107 -2.0164 -1.9995 -1.2 -0.5 -4.0
H -1.7590 -3.4197 -0.0824 0.1 0.1 -0.1
H -0.3233 -2.7619 0.0466 -2.0 -0.1 -1.8
O -1.1384 -2.8810 -0.5921 1.3 -0.2 1.7
H 3.4961 0.0554 1.3252 0.4 0.1 0.1
H 4.1952 -1.2930 1.1529 -0.3 1.3 1.7
O 4.0061 -0.5912 1.8512 -0.1 -1.6 -1.4
H 3.5097 -3.8067 0.7095 0.2 -0.2 0.0
H 3.4791 -2.5915 -0.2050 0.5 0.5 -0.8
O 2.9244 -3.1793 0.2812 -0.6 -0.6 0.8
H 1.4101 -2.3374 1.4897 -1.0 1.2 -0.9
H 0.7838 -0.9478 0.9968 0.5 -0.1 0.1
O 0.5917 -1.8757 1.1599 0.4 -0.8 0.3
H 2.0591 2.5061 -1.9077 -0.8 -1.5 -1.5
H 1.2405 2.1379 -3.1269 -0.9 0.6 -0.7
O 1.8364 1.7326 -2.5226 1.8 1.0 2.2
H -0.6576 -0.6749 2.8228 1.7 -0.8 0.1
H -1.7322 -0.1232 3.6887 -1.2 0.6 5.6
O -1.5202 -0.3116 2.8546 -0.1 -0.4 -4.8
```
Positions in Å, forces in eV/Å.

Calculated values
* energy relative to the best compared isomer or geometry (same formula, charge and spin): 0.8894 eV
* SMILES string: NC(=O)CNC(=O)O.O.O.O.O.O.O.O.O.O.O.O
* spin multiplicity: 1
* HOMO-LUMO gap: 9.372 eV

Atom charges from the natural (NBO) analysis, given in e for atoms 1 to 4: number 1, O, carries -0.606; number 2, C, carries 0.664; number 3, N, carries -0.868; number 4, C, carries -0.330

---

Formula: C3H28NO9
Source: the OMol25 dataset
Level of theory: ωB97M-V/def2-TZVPD

```
41
Properties=species:S:1:pos:R:3:forces:R:3
C 3.1695 -0.9144 -0.1660 0.7 0.1 -2.9
C 2.4853 -0.3592 1.0528 -1.4 1.6 -0.3
N 0.9677 -0.0304 0.9465 -0.5 0.1 0.3
C 0.4958 0.5942 2.3015 -0.6 1.1 -3.8
H 3.9424 -0.2133 -0.5820 -0.7 -0.4 0.5
H 3.7540 -1.7702 0.1501 0.0 -0.3 -0.1
H 2.6108 -1.2241 -1.1444 0.3 0.5 2.1
H 2.4491 -1.1675 1.7851 0.5 0.9 0.5
H 2.8830 0.6791 1.2929 0.0 -1.7 0.4
H 0.3902 -0.9610 0.8780 1.1 2.1 -0.4
H 0.7618 0.7224 0.1986 0.2 -2.1 0.9
H 0.9753 0.0650 3.0320 0.6 -1.5 2.1
H -0.5903 0.5424 2.2012 0.2 0.0 0.8
H 0.8435 1.6322 2.3239 -0.2 -0.2 0.0
H -2.3012 1.3449 -3.4718 0.2 -0.1 2.0
H -2.2836 1.7233 -1.8739 -0.3 1.7 1.1
O -2.0298 1.0923 -2.5305 0.2 -1.6 -2.9
H 3.4191 2.9400 -0.8739 0.8 -0.7 -1.3
H 2.3712 2.8268 0.1886 -1.8 -1.4 0.8
O 3.0525 3.3631 -0.1232 1.0 2.0 0.4
H -2.0962 -1.5839 0.9396 -4.0 1.9 -0.8
H -1.0003 -2.3947 -0.0180 -1.9 1.2 2.9
O -1.3184 -2.0254 0.9095 6.1 -3.2 -2.2
H -3.0795 -0.1515 2.9377 -0.4 2.6 -1.9
H -3.6560 0.1761 1.5647 -2.0 -1.3 -2.3
O -3.1826 0.6042 2.2166 2.4 -1.2 4.1
H -3.4902 -1.4574 -1.9393 -0.2 1.3 2.6
H -3.1855 -0.0376 -1.2809 -0.3 -0.4 -0.1
O -3.3975 -0.9657 -1.0190 0.3 -0.9 -2.7
H 0.5991 -3.1096 2.2532 -0.1 -1.0 -0.1
H 1.9339 -3.6366 1.5054 0.4 -2.2 -0.8
O 1.4902 -2.9582 1.9456 -0.5 3.0 0.9
H -0.2166 -1.5322 -2.8932 4.6 5.3 4.5
H -1.5809 -1.9397 -3.1269 1.0 -0.6 -0.6
O -0.6356 -2.1022 -3.3780 -5.4 -4.7 -3.8
H -2.0055 3.5817 -0.3151 0.3 -3.3 0.5
H -2.1389 2.3561 0.8197 0.6 0.7 -3.7
O -1.9041 2.5354 -0.2215 -1.1 2.5 3.3
H -0.0622 0.7858 -2.3233 -2.9 -1.0 -1.5
H 0.8752 1.8855 -2.2702 1.0 3.3 -1.6
O 0.6852 1.0840 -1.8919 1.8 -2.2 3.1
```
Positions in Å, forces in eV/Å.

Calculated values
* net charge: +2
* expectation value of S²: 0.76
* spin multiplicity: 2
* HOMO-LUMO gap (spin up / spin down): 11.084 / 2.271 eV

Atom charges from the natural (NBO) analysis, given in e for atoms 1 to 4: number 1, C, carries -0.673; number 2, C, carries -0.239; number 3, N, carries -0.577; number 4, C, carries -0.391